A molecular structure, C19H28ClMnO2 at a distorted geometry. Source: the Open Molecules 2025 dataset; level of theory: ωB97M-V with the def2-TZVPD basis set.

max |F|	0.03753	Eh/bohr
2S+1	4
total charge	+1
gap between HOMO and LUMO (alpha / beta)	6.1949 / 7.1158	eV
E	-68085.5823	eV

```
51
Properties=species:S:1:pos:R:3:forces:R:3
O -0.112200 0.021338 -2.374783 0.365 -0.097 0.164
C 0.929046 -0.464837 -3.284363 -0.114 -0.240 0.623
C 0.408190 0.376319 -4.434688 -0.283 0.196 0.137
H 0.815815 -1.543576 -3.401904 0.306 0.093 0.004
H 1.912953 -0.190138 -2.902052 0.052 -0.276 -0.046
C -0.724368 0.788792 -3.446042 0.085 -0.107 -0.623
H 0.108504 -0.221887 -5.301983 0.059 0.386 0.128
H 1.075253 1.202102 -4.705828 -0.228 -0.216 -0.137
C -2.072896 0.194524 -3.778358 -0.209 0.093 -0.061
H -1.997518 -0.896528 -3.855601 -0.024 0.220 -0.053
H -2.448738 0.594802 -4.728967 0.040 -0.095 0.226
H -2.788260 0.449926 -2.987935 -0.066 -0.119 -0.175
C -0.794050 2.242540 -3.056139 -0.139 0.200 -0.173
H 0.206607 2.649330 -2.888277 -0.122 0.028 -0.061
H -1.376126 2.347325 -2.132934 0.077 0.087 -0.172
H -1.289510 2.824183 -3.841488 0.122 -0.015 0.144
Mn -0.023188 0.014236 0.320857 0.744 -0.534 -1.699
C 0.768715 1.458245 1.599811 1.196 0.350 0.063
C 1.746054 0.417908 1.484043 -0.437 1.058 -0.086
C 2.256326 0.453012 0.136579 0.064 1.297 -0.534
H 2.098721 -0.220872 2.290492 -0.201 0.068 -0.320
C 1.589573 1.482667 -0.575517 0.988 -0.294 0.870
C 0.590914 2.046696 0.281402 0.919 0.244 0.662
H -0.054009 2.891282 0.037440 0.175 -0.394 0.117
H 0.328065 1.796439 2.531546 -0.080 -0.174 -0.321
H 3.067945 -0.154653 -0.252237 -0.373 0.069 0.139
H 1.895074 1.876170 -1.541878 -0.485 -0.497 0.083
C -1.358690 -0.421248 1.895301 -1.329 -1.145 -0.303
C -1.773422 0.786171 1.217208 -0.892 -0.296 -0.640
C -2.100204 0.445656 -0.140924 -0.576 -0.455 1.112
H -1.917566 1.762471 1.671979 0.224 -0.253 -0.174
C -1.933045 -0.967751 -0.285502 -0.368 0.159 0.809
C -1.521281 -1.507106 0.977915 -0.908 0.686 0.699
H -1.411612 -2.556797 1.226663 0.298 0.305 -0.229
H -1.097185 -0.520001 2.946380 0.054 0.123 -0.359
H -2.545742 1.117157 -0.867387 0.446 -0.139 0.112
H -2.163301 -1.550433 -1.174030 0.379 0.243 0.196
O 0.741189 -1.521349 -7.295412 0.227 -0.015 -1.369
C 0.208544 -0.504513 -8.181763 0.025 0.456 0.443
C 0.432470 -0.927230 -9.639900 -0.154 -0.599 0.359
H 0.729747 0.447371 -7.973198 -0.086 -0.309 -0.005
H -0.853467 -0.352463 -7.932157 0.261 -0.111 -0.151
C 1.594334 -1.935780 -9.535542 0.145 0.573 0.558
H 0.662731 -0.074402 -10.278658 -0.077 -0.097 0.021
H -0.462710 -1.435905 -10.018171 0.164 0.171 -0.018
C 1.401414 -2.516120 -8.121800 -0.176 -0.422 -0.016
H 2.553504 -1.398071 -9.593772 -0.245 -0.228 -0.032
H 1.568454 -2.705102 -10.312634 0.028 0.141 0.186
H 2.344105 -2.808304 -7.639833 -0.242 0.178 -0.093
H 0.765665 -3.417044 -8.185820 0.105 0.292 0.155
Cl 0.984377 -2.003953 -0.274537 0.268 -0.592 -0.162
```
Positions in Å, forces in eV/Å.

A molecular structure, C31H56AlF9O17S3V at a distorted geometry. Source: the Open Molecules 2025 dataset; level of theory: ωB97M-V with the def2-TZVPD basis set.

max |F|	0.12185	Eh/bohr
2S+1	3
total charge	+1
gap between HOMO and LUMO (alpha / beta)	6.5232 / 3.1021	eV
E	-157094.9247	eV

```
118
Properties=species:S:1:pos:R:3:forces:R:3
O -6.010864 -0.779105 0.988565 3.142 -0.121 3.666
V -4.601824 -0.768825 1.782115 -2.589 0.690 -3.538
Al -0.599764 -4.663545 3.442215 -0.048 0.758 -0.233
C 0.093486 -0.242435 -0.108995 -2.366 -1.007 0.137
F -0.773404 0.571815 -0.769805 1.469 -1.257 0.338
F 0.470156 -1.339805 -0.742275 -1.066 0.632 -0.058
F 1.149376 0.366015 0.249735 1.380 1.550 0.677
S -0.897154 -0.725405 1.537895 -0.431 -3.127 -0.321
O -0.604534 0.254905 2.589765 0.170 0.094 -0.258
O -2.359144 -0.432895 1.276355 1.755 -0.310 -0.068
O -0.533894 -2.124235 1.882865 -0.707 3.325 -0.888
C -1.818724 0.372165 5.505985 0.244 -1.214 0.523
F -2.446804 1.387085 4.982495 0.212 1.225 -0.932
F -0.459084 0.421535 5.290365 -2.275 -0.173 0.047
F -2.053734 0.393605 6.800065 0.604 -0.049 0.296
S -2.754764 -1.205355 4.890275 -0.501 -4.878 3.900
O -1.678194 -2.165605 4.528485 -0.977 1.359 0.310
O -3.636974 -1.675585 6.044815 2.857 2.162 -3.639
O -3.560164 -0.897705 3.696055 -1.129 1.188 -1.640
C -3.892714 -4.556545 -1.101905 1.314 1.192 -0.606
F -2.992074 -5.287465 -1.769535 -0.093 -0.030 1.157
F -4.540384 -3.905175 -2.064025 -0.691 0.108 0.815
F -4.638194 -5.266955 -0.310705 -0.875 -0.801 -0.246
S -3.035554 -3.327615 0.074415 3.507 1.894 -0.037
O -2.358274 -4.120625 1.131975 -1.497 0.810 -1.605
O -2.122084 -2.537355 -0.810605 -1.882 -1.649 1.637
O -4.089004 -2.391665 0.645875 0.383 -1.320 -0.018
C 0.450516 -2.999045 -5.215025 1.272 -1.216 1.417
C -0.409464 -2.958935 -3.941325 0.591 0.365 -0.838
C -0.936124 -1.541995 -4.030985 -0.950 0.207 -0.041
O -0.044984 -0.811985 -4.863235 1.121 0.909 0.172
C 1.096536 -1.606705 -5.204215 -1.759 -1.569 -1.393
H -0.133354 -3.328325 -6.074545 -0.004 0.777 -0.229
H 1.211936 -3.768135 -5.085295 0.176 -0.141 -0.108
H 0.244906 -2.917695 -3.070585 0.036 -0.766 0.115
H -1.096524 -3.805125 -3.936185 -0.216 0.382 0.434
H -1.007954 -1.100685 -3.036915 0.120 0.202 0.090
H -1.920294 -1.429325 -4.485755 -0.160 -0.247 -0.054
H 1.965876 -1.559735 -4.548365 -0.263 0.222 0.400
H 1.424156 -1.435955 -6.229695 -0.022 0.822 0.089
C 4.767856 -0.732635 -3.120055 1.035 3.662 1.035
C 3.616406 -0.990595 -2.214465 -0.623 0.821 0.177
C 3.558826 -2.492815 -2.204695 0.337 0.287 0.614
O 4.449816 -2.933115 -3.226105 -0.488 -1.384 0.154
C 4.837596 -1.848235 -4.035535 0.298 -0.661 -0.645
H 5.675126 -0.573255 -2.537345 0.304 -0.704 0.111
H 4.694696 0.258845 -3.566935 -0.298 -0.033 -0.546
H 2.738496 -0.518435 -2.655425 -0.335 -0.140 0.166
H 3.781356 -0.567665 -1.223495 -0.149 0.012 -0.005
H 2.516706 -2.800775 -2.289755 0.102 -0.663 -0.381
H 3.965606 -2.801025 -1.241555 -0.101 -0.615 -0.002
H 4.153176 -1.748795 -4.878015 0.101 0.024 -0.289
H 5.874796 -1.939845 -4.357905 -0.190 -0.619 -0.362
C 4.139696 -2.646045 2.177585 -1.516 0.279 0.099
C 4.292746 -3.084325 3.619905 2.390 1.741 0.589
C 3.152836 -3.989575 3.892785 0.818 -0.972 0.889
O 2.148976 -3.722135 2.938215 -0.683 -0.249 -0.462
C 2.587996 -2.611365 2.111705 0.298 -0.887 -0.010
H 4.611356 -3.407985 1.557035 -0.460 0.087 -0.438
H 4.474136 -1.656625 1.865655 0.514 -0.068 0.409
H 4.387626 -2.250395 4.315365 -0.778 0.428 -0.092
H 5.273096 -3.518835 3.815385 -0.089 -0.638 -0.310
H 2.852836 -3.884415 4.935395 -0.656 0.147 -0.071
H 3.556466 -4.999065 3.814585 -0.591 -0.409 -0.364
H 2.115516 -1.756965 2.596335 0.529 0.606 -0.271
H 2.199626 -2.726915 1.099815 -0.155 -0.172 0.077
C -3.625624 3.577315 1.317265 4.152 -0.585 1.172
C -4.985834 3.715355 0.969575 -5.033 0.949 -0.783
C -5.673144 2.370025 1.265285 -0.910 -0.430 -0.532
O -4.587984 1.505285 1.628785 -0.079 -2.376 0.221
C -3.564114 2.312715 2.158655 0.743 0.467 0.691
H -3.153464 4.347565 1.927095 -0.231 0.371 -0.388
H -2.995574 3.433965 0.439445 0.150 0.110 0.062
H -5.218434 3.994235 -0.058145 0.477 -0.115 -0.178
H -5.520914 4.494665 1.512225 0.150 0.011 0.385
H -6.187404 1.899215 0.427445 0.407 0.117 -0.259
H -6.443384 2.357275 2.036415 0.360 0.408 0.521
H -2.593904 1.818115 2.112105 -0.235 -0.106 -0.115
H -3.794734 2.473775 3.211735 0.044 0.334 0.091
C 1.427166 4.377735 2.159885 0.735 -1.042 -0.260
C 1.556766 4.968165 0.771375 -0.265 0.663 0.360
C 0.109216 5.409345 0.569335 -0.603 1.110 -0.167
O -0.723724 4.824165 1.579095 -0.211 -1.231 0.407
C 0.038536 3.799335 2.211055 0.338 0.383 -0.293
H 1.395526 5.139915 2.938465 0.761 -0.016 -0.027
H 2.164716 3.583575 2.275775 0.274 0.277 0.714
H 1.926426 4.262015 0.027865 -0.379 -0.289 0.027
H 2.259876 5.799395 0.718445 -0.130 0.132 0.157
H -0.229444 5.191965 -0.443655 -0.337 -0.136 0.031
H -0.104354 6.449395 0.815905 0.721 0.391 -0.783
H -0.090884 2.867895 1.659905 0.133 -0.353 -0.049
H -0.147384 3.644495 3.273865 -0.987 0.063 -0.117
C -3.453514 0.905345 -2.627015 1.394 -0.146 -0.148
C -4.291924 -0.330445 -2.958895 0.979 -1.056 -0.489
C -5.412104 -0.210355 -2.045225 -2.865 0.106 -0.127
O -4.930474 0.393625 -0.896835 1.414 0.650 2.121
C -3.841874 1.302475 -1.208235 -1.592 0.510 -0.806
H -3.553064 1.711465 -3.353905 -0.121 -0.044 0.102
H -2.402484 0.622785 -2.567155 0.043 0.095 -0.561
H -3.817554 -1.254635 -2.628825 0.767 0.072 -0.318
H -4.610704 -0.481515 -3.990225 0.231 0.336 -0.034
H -5.968644 -1.111365 -1.787285 0.620 -0.483 0.307
H -6.232214 0.354065 -2.489025 -0.062 0.877 -0.066
H -3.039974 1.371305 -0.473175 -0.062 -1.121 0.041
H -4.251244 2.309895 -1.133315 -0.232 0.183 -0.501
C 4.532366 2.379755 -0.972225 -0.134 -1.195 -2.071
C 4.012916 1.914635 0.308045 -0.091 0.112 1.951
C 5.025726 2.636205 1.256995 -0.779 -1.588 -1.229
O 6.257526 2.547865 0.500455 0.203 2.143 2.909
C 6.034966 2.190935 -0.810975 -1.130 0.337 -0.714
H 4.216466 3.412995 -1.116145 0.616 0.327 0.023
H 4.212786 1.881355 -1.887415 -0.353 -0.338 0.091
H 4.195136 0.860005 0.514595 -0.361 -0.266 -0.428
H 2.977276 2.183805 0.515625 -0.007 -0.080 0.077
H 5.065806 1.980555 2.126835 0.571 0.637 0.412
H 4.639996 3.631195 1.479025 0.682 0.286 0.090
H 6.483846 1.198325 -0.774675 -0.562 -0.482 -1.523
H 6.388756 2.836185 -1.615075 1.321 0.147 0.460
```
Positions in Å, forces in eV/Å.

A molecular structure, C38H48BrIrN3O2Si4Te. Source: the Open Molecules 2025 dataset; level of theory: ωB97M-V with the def2-TZVPD basis set.

max |F|	0.00682	Eh/bohr
2S+1	2
total charge	0
gap between HOMO and LUMO (alpha / beta)	6.0389 / 4.5789	eV
E	-160438.2457	eV

```
98
Properties=species:S:1:pos:R:3:forces:R:3
Ir -1.796437 0.228247 1.526770 -0.019 -0.242 -0.254
Br -0.307246 -3.067248 2.789043 0.023 -0.034 -0.087
C -1.280706 -1.937873 3.924676 0.019 0.042 0.011
C -1.511433 -2.419524 5.204348 -0.001 0.041 0.029
C -2.161630 -1.607316 6.111763 0.010 -0.023 -0.023
C -2.548152 -0.345225 5.701183 0.013 -0.004 0.008
C -2.295428 0.044888 4.403759 0.045 0.042 -0.051
N -1.668730 -0.738609 3.490556 -0.032 0.093 0.263
C -2.759166 1.425118 3.964333 0.006 -0.060 -0.029
O -3.232485 2.174876 4.790791 0.033 0.026 -0.002
O -2.618535 1.666035 2.706616 -0.105 -0.123 0.066
H -1.170346 -3.409690 5.464872 0.002 0.000 0.000
H -2.355623 -1.954678 7.117566 0.003 0.002 0.002
H -3.048579 0.364152 6.343708 -0.002 0.005 -0.002
C -4.776554 2.232926 -0.376072 0.004 -0.008 0.024
C -4.170134 3.293500 -1.133697 -0.018 0.010 -0.021
C -2.843124 3.414102 -1.218163 0.001 -0.037 0.010
C -1.869111 2.450244 -0.562176 0.057 0.000 0.073
N -2.580552 1.315843 0.025283 0.136 0.173 -0.045
C -3.934701 1.337223 0.177697 0.002 -0.013 -0.032
C -0.007394 2.532541 1.131783 0.065 0.072 -0.078
C 1.156287 3.265686 1.411583 -0.046 -0.007 -0.008
C 2.213634 2.716801 2.110285 0.028 -0.026 0.012
C 2.152875 1.395689 2.531324 0.005 0.012 0.004
C 1.013211 0.654400 2.260455 -0.010 0.022 -0.028
C -0.071282 1.208261 1.584410 -0.061 0.000 0.042
H -5.843631 2.149632 -0.246028 -0.002 -0.005 -0.003
H -4.796453 4.008033 -1.654697 0.002 0.005 0.003
H -2.396666 4.195303 -1.816265 0.015 0.006 0.012
H -4.341140 0.514643 0.768019 0.014 -0.015 0.005
H 1.204915 4.295099 1.077479 0.002 0.001 0.007
H 3.090088 3.317942 2.316499 -0.001 0.004 0.002
H 2.977360 0.950791 3.074039 0.002 -0.012 -0.005
H 0.949378 -0.372209 2.603075 -0.007 -0.011 0.000
C -1.978797 7.101489 1.645601 0.001 0.010 0.000
C -2.275410 6.024038 2.468486 -0.006 -0.003 0.001
C -1.979501 4.730028 2.065792 -0.013 -0.002 -0.032
C -1.377536 4.505723 0.832683 0.049 -0.005 -0.001
C -1.066194 5.589806 0.017442 0.024 -0.019 -0.002
C -1.372845 6.882132 0.416528 0.004 -0.005 0.003
N -1.042368 3.173258 0.427681 -0.144 0.036 0.102
C -0.979412 1.997166 -1.733615 0.007 -0.014 -0.006
C 0.195556 2.669439 -2.046903 -0.035 0.012 0.009
C 0.810294 2.485136 -3.278561 -0.007 0.030 -0.024
C 0.256168 1.623986 -4.211558 0.010 -0.040 0.008
C -0.891796 0.911341 -3.889234 -0.022 0.019 0.006
C -1.504343 1.094601 -2.658456 0.021 0.022 -0.024
H -2.217909 8.109129 1.960896 0.001 0.003 0.001
H -2.750413 6.187110 3.427534 -0.003 -0.004 0.001
H -2.230482 3.882719 2.688190 0.008 0.024 0.005
H -0.578407 5.409434 -0.933385 -0.012 0.018 -0.001
H -1.132880 7.717305 -0.229361 0.003 0.000 -0.002
H 0.614014 3.365736 -1.332067 0.012 -0.012 -0.015
H 1.715428 3.031938 -3.514045 0.002 -0.005 0.004
H 0.721721 1.492453 -5.179831 0.003 0.021 -0.013
H -1.328434 0.237723 -4.616466 -0.002 -0.014 0.008
H -2.443720 0.601886 -2.432058 -0.001 0.008 0.004
C 1.263550 -4.421933 -3.994757 0.032 -0.009 0.052
Si 0.684807 -2.781049 -3.283706 -0.064 -0.016 -0.048
C 1.612833 -1.468627 -4.249998 0.023 0.022 0.003
C -1.158313 -2.703970 -3.634459 0.020 0.006 -0.025
Si 1.121754 -2.536661 -0.950513 0.017 0.023 -0.023
Te -1.149365 -1.507116 -0.269497 -0.045 -0.073 0.023
Si 3.060538 -1.251647 -0.571422 -0.024 0.037 0.027
C 3.707985 -1.526261 1.167904 0.019 0.042 -0.003
C 4.369024 -1.937177 -1.738034 0.015 0.006 0.023
C 2.750007 0.548782 -0.947466 -0.038 -0.026 -0.017
Si 1.373520 -4.716687 -0.036098 0.029 -0.020 0.023
C -0.300353 -5.563819 0.049365 -0.008 0.017 0.007
C 2.292521 -4.755366 1.616861 -0.051 0.015 -0.010
C 2.493617 -5.755690 -1.133323 -0.007 0.006 0.014
H 1.101741 -4.384161 -5.075901 -0.007 0.012 -0.007
H 0.702312 -5.272799 -3.606596 -0.010 0.000 -0.005
H 2.326293 -4.598551 -3.824665 -0.001 -0.010 -0.012
H 1.155795 -1.359373 -5.237479 -0.001 0.017 -0.009
H 2.650395 -1.772984 -4.401373 -0.015 -0.008 0.001
H 1.603872 -0.492028 -3.769333 0.004 -0.034 -0.005
H -1.305835 -2.840012 -4.710265 -0.013 0.002 0.002
H -1.609743 -1.756636 -3.344984 -0.007 0.014 -0.004
H -1.697908 -3.501427 -3.118733 0.018 -0.006 0.012
H 4.049787 -2.554524 1.290869 0.020 -0.012 0.003
H 2.964268 -1.315702 1.935152 -0.017 -0.010 -0.005
H 4.562331 -0.865251 1.340326 -0.009 0.005 0.008
H 4.569849 -2.993210 -1.545556 -0.003 -0.017 -0.002
H 5.302180 -1.390556 -1.572939 0.012 -0.013 -0.012
H 4.100475 -1.825790 -2.788285 -0.007 0.012 0.018
H 1.922625 0.953093 -0.359999 0.025 -0.015 -0.001
H 2.499913 0.677648 -2.002672 0.009 0.013 0.017
H 3.639380 1.147335 -0.733387 0.016 -0.014 0.010
H -1.059995 -4.971829 0.561570 0.010 0.001 0.012
H -0.217785 -6.527783 0.557770 0.005 -0.007 -0.007
H -0.660040 -5.750877 -0.965680 -0.017 0.006 0.001
H 2.222783 -3.864245 2.234666 -0.017 0.022 0.001
H 3.351328 -4.911582 1.397534 0.006 0.000 0.013
H 1.953805 -5.609442 2.209766 -0.004 -0.007 -0.005
H 2.053941 -6.033416 -2.086437 -0.014 -0.012 -0.001
H 2.715159 -6.675479 -0.583159 0.009 0.001 0.004
H 3.445701 -5.256377 -1.325173 0.003 0.010 -0.014
```
Positions in Å, forces in eV/Å.

- Which formula does entry 2 have?
  C31H56AlF9O17S3V

- Which of these has the lowest E?
  C38H48BrIrN3O2Si4Te

- What is the formula in the second record?
  C31H56AlF9O17S3V